Record 1
{
  "formula": "C25H17N6V",
  "method": "ωB97M-V/def2-TZVPD",
  "symbols": ["V", "N", "N", "N", "N", "N", "N", "C", "C", "C", "C", "C", "C", "C", "C", "C", "C", "C", "C", "C", "C", "C", "C", "C", "C", "C", "C", "C", "C", "C", "C", "C", "H", "H", "H", "H", "H", "H", "H", "H", "H", "H", "H", "H", "H", "H", "H", "H", "H"],
  "coordinates": [[1.106, 0.502, 0.269], [-0.586, -0.342, -0.030], [-2.055, 3.483, 2.223], [-0.090, 1.878, 0.989], [-6.680, -3.725, -0.567], [2.154, -3.405, -2.256], [1.670, -1.010, -0.844], [-2.989, -1.657, -0.266], [3.802, 2.095, 0.350], [-5.438, -1.694, -0.713], [-4.263, -2.366, -0.377], [-1.405, 1.496, 1.079], [-4.335, -3.739, -0.140], [-6.609, -2.426, -0.800], [4.904, 1.548, 1.041], [2.602, 1.381, 0.318], [5.157, 4.037, -0.154], [3.122, -2.516, -1.984], [-2.930, -0.410, 0.358], [-1.693, 0.219, 0.467], [0.951, -3.089, -1.827], [0.190, 3.088, 1.504], [6.227, 3.487, 0.539], [-0.777, 3.870, 2.101], [-0.629, -1.526, -0.651], [2.892, -1.342, -1.301], [-1.823, -2.229, -0.777], [0.677, -1.914, -1.127], [-2.348, 2.305, 1.711], [6.091, 2.239, 1.133], [3.960, 3.360, -0.251], [-5.567, -4.360, -0.241], [4.780, 0.576, 1.507], [3.115, 3.779, -0.786], [-0.541, 4.842, 2.506], [-3.454, -4.299, 0.140], [-5.674, -5.419, -0.050], [-3.826, 0.032, 0.762], [4.108, -2.778, -2.336], [-7.542, -1.951, -1.068], [3.689, -0.636, -1.101], [1.219, 3.418, 1.429], [5.264, 5.007, -0.620], [-5.430, -0.634, -0.924], [0.166, -3.803, -2.043], [-1.868, -3.180, -1.284], [-3.377, 1.984, 1.814], [6.922, 1.804, 1.668], [7.163, 4.020, 0.610]],
  "atomic_forces_ev_per_a": [[3.25, 1.64, 0.50], [-1.70, -0.81, -0.32], [-0.13, -0.05, 0.03], [-1.66, 0.67, 0.83], [-0.48, -0.26, -0.03], [-0.07, -0.10, 0.00], [-0.14, -1.82, -0.79], [0.17, 0.11, 0.02], [1.18, 0.59, 0.15], [0.14, -0.20, 0.08], [-0.33, -0.20, -0.02], [-0.33, 0.29, 0.14], [-0.10, 0.21, -0.08], [0.01, 0.28, -0.01], [-0.22, 0.05, -0.09], [-0.38, -0.16, -0.02], [0.09, 0.18, -0.03], [0.01, 0.22, 0.06], [0.64, 0.21, -0.02], [-1.44, 0.12, 0.31], [0.02, 0.03, 0.00], [0.07, 0.55, 0.22], [0.06, 0.00, -0.02], [0.21, -0.07, -0.13], [-0.64, -1.24, -0.50], [0.51, -0.18, -0.22], [0.55, 0.45, 0.09], [0.11, -0.35, -0.29], [0.02, 0.03, -0.03], [0.19, -0.01, 0.03], [-0.18, -0.29, 0.06], [0.24, -0.13, 0.03], [0.06, 0.05, 0.01], [0.07, 0.05, -0.02], [0.19, 0.06, 0.00], [0.02, -0.03, 0.03], [0.08, -0.14, 0.04], [-0.05, 0.08, 0.07], [0.16, 0.14, 0.02], [-0.08, 0.15, -0.05], [-0.09, -0.03, 0.04], [-0.06, -0.09, 0.02], [0.01, 0.07, -0.03], [-0.02, 0.03, -0.02], [-0.11, 0.05, 0.04], [0.05, -0.08, -0.05], [-0.01, -0.10, -0.08], [0.09, -0.02, 0.06], [0.04, 0.05, 0.00]],
  "nbo_charge": [0.876, -0.629, -0.386, -0.483, -0.415, -0.388, -0.479, 0.037, -0.078, -0.256, -0.029, 0.095, -0.256, 0.047, -0.229, -0.274, -0.210, -0.035, -0.216, 0.168, 0.048, 0.030, -0.232, -0.035, 0.239, 0.030, -0.237, 0.067, 0.039, -0.211, -0.236, 0.046, 0.209, 0.209, 0.206, 0.221, 0.195, 0.225, 0.206, 0.195, 0.231, 0.230, 0.209, 0.221, 0.195, 0.224, 0.196, 0.209, 0.209],
  "orbital_gap_ev": [4.949, 5.557],
  "s_squared": 2.495,
  "spin_multiplicity": 3,
  "energy_ha": -2235.3011,
  "e_homo_ev": [-5.869, -6.725]
}

Record 2
{
  "formula": "C25H18Cl3FN2O6Ru",
  "method": "ωB97M-V/def2-TZVPD",
  "symbols": ["Ru", "Cl", "Cl", "Cl", "F", "O", "O", "O", "O", "O", "O", "N", "N", "C", "C", "C", "C", "C", "C", "C", "C", "C", "C", "C", "C", "C", "C", "C", "C", "C", "C", "C", "C", "C", "C", "C", "C", "C", "H", "H", "H", "H", "H", "H", "H", "H", "H", "H", "H", "H", "H", "H", "H", "H", "H", "H"],
  "coordinates": [[0.004, 0.534, -1.060], [1.778, -3.362, -1.972], [0.087, -5.013, -0.307], [-0.667, -4.439, -3.051], [-0.308, 2.415, -1.045], [2.021, 0.467, -0.754], [0.016, -1.623, -0.587], [3.669, 0.026, 0.679], [0.110, 0.264, 1.136], [-0.016, 0.122, -2.974], [-1.930, -2.655, -1.076], [-4.076, 0.568, -1.808], [-2.021, 0.368, -1.131], [1.121, 3.959, 2.576], [0.874, 2.722, 1.992], [2.142, -2.101, 2.094], [-2.785, 0.473, -2.200], [-2.828, 0.721, -5.943], [0.106, -3.777, -1.600], [-4.121, 0.539, -0.430], [-0.950, 0.357, -3.862], [-2.836, 0.426, -0.023], [3.036, 3.054, 3.699], [1.482, 0.298, 1.607], [-3.235, 0.678, -4.627], [2.500, 0.244, 0.413], [1.641, -3.119, 4.218], [-1.468, 0.588, -6.226], [2.144, -3.210, 2.929], [2.195, 4.128, 3.434], [1.122, -0.806, 3.837], [1.636, -0.887, 2.545], [2.795, 1.820, 3.120], [1.703, 1.643, 2.273], [-0.554, 0.414, -5.214], [-2.327, 0.501, -3.579], [1.127, -1.912, 4.672], [-0.725, -2.550, -1.054], [2.532, -2.183, 1.089], [0.471, 4.794, 2.345], [-1.125, 0.629, -7.253], [2.385, 5.094, 3.887], [-4.293, 0.785, -4.412], [0.504, 0.311, -5.417], [-5.045, 0.588, 0.116], [0.725, -1.833, 5.674], [0.054, 2.608, 1.296], [3.459, 0.987, 3.306], [0.718, 0.137, 4.187], [1.642, -3.988, 4.865], [-4.864, 0.632, -2.424], [-0.067, -0.676, 0.891], [-2.434, 0.360, 0.972], [2.536, -4.150, 2.562], [3.889, 3.181, 4.355], [-3.551, 0.854, -6.736]],
  "atomic_forces_ev_per_a": [[-0.85, -1.98, 1.16], [-0.02, 0.01, 0.00], [0.00, 0.01, 0.00], [0.00, 0.00, 0.03], [0.26, 0.24, -0.02], [0.31, 0.23, -0.18], [0.19, 0.57, -0.06], [0.01, 0.05, 0.13], [0.03, 0.13, -0.44], [0.37, 0.45, -0.58], [0.03, 0.08, -0.03], [-0.03, -0.03, 0.04], [-0.42, 0.64, -0.04], [0.01, -0.01, 0.01], [-0.03, -0.01, 0.00], [-0.01, -0.02, -0.02], [0.06, -0.14, -0.01], [-0.03, -0.01, -0.02], [0.05, 0.00, -0.03], [-0.06, -0.03, -0.02], [0.06, -0.18, 0.11], [0.06, -0.16, -0.09], [0.01, 0.02, 0.00], [0.31, 0.12, 0.05], [0.02, 0.01, 0.00], [-0.18, -0.08, -0.24], [0.00, 0.01, 0.01], [0.02, 0.01, 0.00], [-0.01, 0.00, -0.01], [0.00, -0.01, 0.00], [0.02, 0.02, 0.01], [-0.06, -0.01, 0.03], [0.01, -0.01, -0.01], [-0.06, 0.00, 0.01], [-0.04, -0.02, -0.04], [0.00, 0.11, 0.00], [0.00, -0.02, -0.01], [-0.08, -0.08, -0.05], [0.00, 0.01, 0.00], [0.00, 0.00, 0.00], [0.00, -0.01, 0.00], [0.00, 0.00, 0.00], [0.00, 0.01, 0.00], [0.00, -0.01, 0.00], [0.00, 0.00, 0.00], [0.00, 0.00, 0.00], [0.01, 0.02, 0.00], [0.00, 0.00, 0.00], [-0.01, -0.01, 0.00], [0.01, 0.00, 0.00], [0.01, -0.02, 0.00], [0.00, 0.04, 0.29], [0.01, 0.05, 0.01], [0.00, 0.00, 0.00], [0.00, 0.00, 0.00], [0.00, 0.01, 0.00]],
  "nbo_charge": [1.396, 0.041, -0.006, 0.017, -0.617, -0.699, -0.785, -0.665, -0.717, -0.663, -0.622, -0.508, -0.432, -0.214, -0.219, -0.173, 0.403, -0.285, -0.200, -0.093, 0.386, -0.056, -0.209, 0.060, -0.172, 0.777, -0.215, -0.190, -0.213, -0.230, -0.143, -0.060, -0.226, 0.059, -0.258, -0.161, -0.243, 0.771, 0.244, 0.206, 0.203, 0.201, 0.179, 0.222, 0.214, 0.203, 0.248, 0.232, 0.211, 0.203, 0.415, 0.536, 0.231, 0.212, 0.202, 0.203],
  "orbital_gap_ev": [7.586, 7.417],
  "s_squared": 0.754,
  "spin_multiplicity": 2,
  "energy_ha": -3099.9544,
  "e_homo_ev": [-5.066, -4.897],
  "de_lowest_ev": 0.3422,
  "total_charge": -1
}

Record 3
{
  "formula": "C25H19AsN10S5W",
  "method": "ωB97M-V/def2-TZVPD",
  "symbols": ["W", "As", "S", "S", "S", "S", "S", "N", "N", "N", "N", "N", "N", "N", "N", "N", "N", "C", "C", "C", "C", "C", "C", "C", "C", "C", "C", "C", "C", "C", "C", "C", "C", "C", "C", "C", "C", "C", "C", "C", "C", "C", "H", "H", "H", "H", "H", "H", "H", "H", "H", "H", "H", "H", "H", "H", "H", "H", "H", "H", "H"],
  "coordinates": [[1.077, 0.533, -0.563], [5.826, -0.434, 1.503], [2.140, 0.200, 1.674], [3.625, 0.205, -1.106], [5.450, 1.533, 1.554], [4.417, -1.357, -0.076], [1.152, 1.944, 1.540], [2.100, 2.300, -1.199], [0.932, 0.518, -2.724], [1.214, -1.603, -0.862], [2.649, 3.258, -0.392], [1.588, -4.359, -0.725], [-0.692, 1.825, -0.822], [2.826, 4.021, 1.774], [-4.955, -2.813, 5.347], [-2.698, 3.714, -0.411], [-0.495, -0.350, 0.422], [-3.200, -1.888, 3.364], [-2.466, -0.130, 1.725], [2.393, 2.367, -2.439], [-2.282, -1.384, 2.302], [0.238, -0.340, -3.481], [0.408, -0.423, -4.847], [-3.206, -3.219, 3.754], [-4.073, -1.027, 4.010], [1.932, -2.265, -1.791], [0.626, -2.349, 0.094], [-0.789, 2.931, -1.577], [-1.656, 1.637, 0.103], [-1.230, -2.144, 1.803], [-0.379, -1.624, 0.852], [2.341, 3.178, 0.863], [1.322, 0.417, -5.454], [-1.788, 3.853, -1.381], [2.069, -3.631, -1.742], [0.882, -3.711, 0.187], [-4.932, -1.526, 4.979], [-4.088, -3.635, 4.742], [-2.628, 2.605, 0.314], [-1.569, 0.366, 0.810], [1.779, 1.378, -3.329], [2.002, 1.347, -4.680], [-3.368, 2.480, 1.100], [-0.460, -0.975, -2.961], [-1.858, 4.736, -2.006], [-4.106, -4.674, 5.060], [1.493, 0.359, -6.524], [-0.166, -1.142, -5.419], [-1.068, -3.158, 2.142], [2.598, -4.160, -2.528], [2.710, 2.043, -5.116], [-2.551, -3.959, 3.306], [-0.056, 3.078, -2.347], [3.048, 3.150, -2.800], [2.397, -1.689, -2.565], [0.493, -4.291, 1.019], [-4.094, 0.037, 3.798], [2.536, 3.978, 2.734], [-5.635, -0.867, 5.483], [3.559, 4.670, 1.522], [-3.332, 0.465, 1.984]],
  "atomic_forces_ev_per_a": [[1.16, 0.54, 0.60], [-0.05, -0.18, -0.07], [0.05, -0.22, -0.13], [-0.09, -0.05, -0.01], [0.06, 0.13, -0.06], [0.08, 0.00, 0.12], [0.07, -0.15, -0.61], [-0.36, 0.31, 0.66], [0.06, -0.21, -0.10], [0.06, -0.21, 0.02], [-0.06, 0.16, 0.45], [-0.06, 0.28, 0.04], [-0.12, 0.04, -0.10], [-0.01, -0.18, -0.33], [0.36, 0.16, -0.34], [0.12, -0.29, 0.08], [-0.60, -0.21, 0.14], [0.29, 0.11, -0.29], [-0.38, 0.26, 0.17], [0.07, 0.03, -0.81], [-0.18, -0.17, 0.25], [-0.06, 0.10, 0.11], [-0.19, -0.15, -0.12], [0.03, -0.33, 0.03], [-0.21, 0.29, 0.15], [-0.11, 0.11, 0.08], [-0.23, 0.19, 0.19], [0.10, -0.18, -0.08], [-0.05, -0.31, 0.12], [0.00, -0.30, 0.11], [0.15, -0.05, 0.04], [0.15, -0.06, -0.08], [0.15, 0.12, -0.21], [-0.40, 0.13, 0.21], [-0.09, -0.43, 0.22], [0.19, -0.51, -0.15], [-0.02, -0.44, 0.12], [-0.30, 0.32, 0.17], [-0.34, 0.45, -0.12], [0.07, 0.23, -0.13], [0.15, 0.31, 0.39], [0.21, 0.19, -0.58], [0.08, 0.04, -0.13], [-0.06, -0.13, 0.10], [0.02, -0.05, 0.04], [-0.02, 0.12, -0.03], [0.00, 0.04, 0.10], [0.05, 0.07, 0.07], [-0.04, 0.08, 0.00], [-0.02, 0.08, 0.13], [-0.08, -0.07, -0.02], [-0.10, 0.07, 0.02], [0.17, 0.04, -0.12], [0.08, 0.00, -0.08], [0.15, 0.16, -0.12], [0.00, 0.04, -0.13], [-0.04, -0.15, 0.04], [0.04, -0.05, 0.10], [0.11, -0.10, -0.05], [-0.09, 0.02, -0.05], [0.08, -0.06, -0.02]],
  "nbo_charge": [1.029, 0.760, -0.070, -0.211, -0.454, -0.276, 0.320, -0.267, -0.501, -0.454, -0.345, -0.305, -0.449, -0.739, -0.360, -0.303, -0.494, -0.099, -0.137, 0.093, 0.124, 0.096, -0.227, -0.230, -0.227, 0.010, 0.119, 0.013, 0.144, -0.205, 0.229, 0.333, -0.092, 0.020, 0.027, 0.046, 0.054, 0.058, 0.046, 0.110, 0.160, -0.193, 0.226, 0.224, 0.239, 0.217, 0.259, 0.262, 0.242, 0.236, 0.258, 0.214, 0.219, 0.257, 0.244, 0.224, 0.210, 0.427, 0.216, 0.440, 0.234],
  "orbital_gap_ev": 5.870,
  "spin_multiplicity": 1,
  "energy_ha": -5805.0427,
  "e_homo_ev": -12.997,
  "de_lowest_ev": 0.0000,
  "total_charge": 2
}

Question: Number 1 is which compound?
Answer: C25H17N6V

Question: Number 1 is which compound?
Answer: C25H17N6V